Density functional theory data (ωB97M-V/def2-TZVPD) for a single C22H26N2O4 molecule.

Structure (XYZ):
```
54
Properties=species:S:1:pos:R:3
C 3.87 3.65 -4.87
H 4.42 3.76 -5.80
H 4.47 3.08 -4.15
H 3.65 4.64 -4.45
O 2.69 2.96 -5.21
C 1.79 2.69 -4.23
C 1.93 3.02 -2.90
C 0.94 2.71 -1.98
C -0.20 2.03 -2.38
C -0.36 1.70 -3.73
C 0.61 2.03 -4.66
O 0.54 1.76 -5.99
C -0.61 1.13 -6.48
H -1.51 1.72 -6.30
H -0.74 0.13 -6.05
H -0.46 1.03 -7.55
H -1.27 1.21 -4.03
C -1.28 1.76 -1.39
O -1.72 2.64 -0.67
N -1.77 0.50 -1.36
C -1.09 -0.67 -1.88
H -0.09 -0.38 -2.21
C -0.99 -1.76 -0.80
H -1.86 -2.41 -0.81
H -0.12 -2.38 -0.98
C -0.90 -1.10 0.58
C -0.62 -2.14 1.66
O -0.73 -3.33 1.47
N -0.27 -1.57 2.85
C 0.00 -2.18 4.08
C -0.01 -3.55 4.26
C 0.27 -4.07 5.51
C 0.56 -3.24 6.58
C 0.58 -1.86 6.41
C 0.30 -1.34 5.15
H 0.31 -0.27 5.00
C 0.90 -0.96 7.56
H 1.89 -1.18 7.95
H 0.19 -1.12 8.37
H 0.86 0.09 7.27
H 0.78 -3.66 7.55
H 0.26 -5.14 5.66
H -0.24 -4.20 3.43
H -0.22 -0.56 2.86
C -2.22 -0.38 0.89
C -2.82 0.19 -0.41
H -3.37 1.10 -0.21
H -3.49 -0.54 -0.88
H -2.93 -1.08 1.34
H -2.05 0.44 1.59
H -0.08 -0.37 0.56
H -1.64 -1.06 -2.75
H 1.06 2.98 -0.94
H 2.82 3.53 -2.55
```

Values from the calculation:
Structure (SMILES) ... COc1ccc(C(=O)N2CCC(C(=O)Nc3cccc(C)c3)CC2)cc1OC
Strongest force on any atom ... 0.7 eV/A
E_tot ... -34406.695 eV
LUMO ... 0.022 Eh
Molar mass ... 382.5 g/mol
Total charge ... 0
Highest occupied orbital energy ... -8.2508 eV

=====

Density functional theory data (ωB97M-V/def2-TZVPD) for a single C22H26N2O4S molecule.

Structure (XYZ):
```
55
Properties=species:S:1:pos:R:3
C 4.73 2.18 -2.07
C 4.00 1.40 -3.12
C 4.70 0.87 -4.20
C 4.06 0.10 -5.16
C 2.70 -0.14 -5.05
C 1.97 0.39 -4.00
C 2.62 1.18 -3.05
N 1.85 1.69 -1.98
C 1.76 2.98 -1.61
O 2.38 3.90 -2.11
C 0.80 3.22 -0.46
H 0.50 4.26 -0.45
H -0.07 2.57 -0.48
S 1.65 2.99 1.18
O 0.60 3.18 2.19
C 1.84 1.13 1.10
C 0.51 0.50 0.80
O 0.24 0.02 -0.30
N -0.37 0.59 1.81
C -1.69 0.02 1.76
H -1.75 -0.57 0.84
H -2.45 0.81 1.74
C -1.93 -0.90 2.97
C -3.31 -1.49 2.89
C -4.42 -0.66 3.05
C -5.70 -1.18 2.94
C -5.88 -2.52 2.68
C -4.78 -3.35 2.54
C -3.50 -2.85 2.65
C -2.28 -3.73 2.56
C -1.19 -3.12 3.43
O -0.86 -1.83 2.98
H -0.27 -3.69 3.38
H -1.54 -3.08 4.48
H -2.52 -4.74 2.88
H -1.93 -3.77 1.52
H -4.92 -4.41 2.36
H -6.88 -2.93 2.59
H -6.55 -0.52 3.06
H -4.27 0.38 3.26
H -1.86 -0.28 3.89
H -0.12 1.14 2.62
H 2.21 0.83 2.08
H 2.57 0.90 0.33
H 1.18 1.02 -1.59
C 0.49 0.14 -3.88
H -0.05 1.08 -3.87
H 0.14 -0.46 -4.72
H 0.26 -0.39 -2.96
H 2.20 -0.75 -5.79
H 4.62 -0.31 -5.98
H 5.76 1.04 -4.28
H 4.46 1.83 -1.07
H 5.80 2.07 -2.20
H 4.47 3.23 -2.14
```

Values from the calculation:
Strongest force on any atom ... 1.5 eV/A
E_tot ... -45242.286 eV
LUMO ... 0.022 Eh
Molar mass ... 414.5 g/mol
Total charge ... 0
Highest occupied orbital energy ... -8.5926 eV

=====

Density functional theory data (ωB97M-V/def2-TZVPD) for a single C22H26N2O5 molecule.

Structure (XYZ):
```
55
Properties=species:S:1:pos:R:3
C -1.32 -5.53 0.00
H -1.89 -5.56 -0.93
O -1.22 -4.23 0.51
C -0.58 -3.28 -0.23
C -0.49 -2.02 0.36
C 0.13 -0.98 -0.30
C 0.67 -1.19 -1.57
C 0.58 -2.44 -2.15
C -0.04 -3.49 -1.49
H -0.09 -4.45 -1.97
H 1.00 -2.61 -3.13
H 1.16 -0.38 -2.09
C 0.23 0.39 0.33
N -0.33 1.42 -0.52
C 0.58 2.35 -0.86
O 0.45 3.34 -1.56
C 1.86 1.96 -0.19
C 1.67 0.82 0.50
C 2.55 0.05 1.39
O 2.10 -0.62 2.31
C 3.98 0.13 1.12
C 5.04 -0.29 1.90
C 6.20 0.00 1.16
C 5.78 0.56 -0.01
O 4.45 0.64 -0.04
C 6.55 1.07 -1.18
H 7.61 0.96 -1.01
H 6.31 2.12 -1.36
H 6.27 0.51 -2.08
H 7.22 -0.18 1.46
H 4.97 -0.73 2.87
O 2.90 2.78 -0.32
H 2.60 3.52 -0.88
C -1.68 1.38 -1.01
H -1.85 0.44 -1.54
C -2.71 1.53 0.11
H -2.50 2.45 0.66
H -2.62 0.69 0.80
C -4.13 1.58 -0.47
N -5.22 1.68 0.49
C -5.35 0.53 1.36
H -5.32 -0.38 0.76
H -4.57 0.47 2.13
H -6.32 0.59 1.86
C -5.23 2.92 1.23
H -6.19 3.01 1.74
H -5.13 3.75 0.53
H -4.44 2.99 1.99
H -4.22 2.43 -1.15
H -4.30 0.67 -1.05
H -1.77 2.21 -1.72
H -0.27 0.37 1.31
H -0.91 -1.88 1.34
H -0.33 -5.97 -0.17
H -1.84 -6.11 0.76
```

Values from the calculation:
Structure (SMILES) ... COc1cccc([C@H]2C(C(=O)c3ccc(C)o3)=C(O)C(=O)N2CCCN(C)C)c1
Strongest force on any atom ... 1.5 eV/A
E_tot ... -36453.037 eV
LUMO ... -0.002 Eh
Molar mass ... 398.5 g/mol
Total charge ... 0
Highest occupied orbital energy ... -8.3399 eV

=====

Density functional theory data (ωB97M-V/def2-TZVPD) for a molecular structure, C22H26N3NaOSi2.

Structure (XYZ):
```
55
Properties=species:S:1:pos:R:3
Na 13.42 8.45 11.23
O 16.83 11.06 10.23
C 16.10 10.01 10.29
N 15.64 9.28 11.26
C 16.06 9.65 12.58
C 15.11 9.31 13.67
C 15.56 8.95 14.96
C 14.69 8.51 15.96
C 13.29 8.65 15.75
C 12.98 9.05 14.40
N 13.82 9.39 13.43
C 15.51 9.62 8.96
C 16.20 9.97 7.74
C 15.62 9.64 6.53
C 14.37 9.06 6.47
C 13.74 8.77 7.66
N 14.31 9.10 8.83
H 16.39 10.70 12.56
H 17.00 9.09 12.65
H 16.61 8.91 15.16
H 15.13 8.06 16.82
H 12.56 8.28 16.44
H 11.88 9.05 14.13
H 17.13 10.49 7.91
H 16.08 9.84 5.58
H 13.85 8.87 5.56
H 12.79 8.31 7.79
C 11.92 4.87 14.35
Si 11.94 5.54 12.57
C 12.35 4.00 11.61
C 10.06 5.65 12.13
C 9.31 4.55 12.53
C 7.94 4.54 12.32
C 7.26 5.60 11.68
C 7.99 6.71 11.36
C 9.39 6.76 11.56
Si 10.35 8.44 10.94
C 9.19 9.67 11.89
C 9.39 8.69 9.19
H 11.16 4.11 14.60
H 11.84 5.70 14.97
H 12.91 4.54 14.67
H 11.73 3.07 11.49
H 13.37 3.84 11.85
H 12.32 4.41 10.64
H 9.79 3.73 13.02
H 7.30 3.75 12.66
H 6.14 5.54 11.65
H 7.47 7.55 10.92
H 8.12 9.74 11.52
H 9.58 10.74 11.90
H 9.10 9.44 12.98
H 8.32 8.89 9.27
H 9.63 7.80 8.60
H 9.89 9.56 8.80
```

Values from the calculation:
Strongest force on any atom ... 3.2 eV/A
E_tot ... -49924.480 eV
LUMO ... 0.147 Eh
Molar mass ... 427.6 g/mol
Total charge ... -2
Highest occupied orbital energy ... 0.4100 eV

=====

Density functional theory data (ωB97M-V/def2-TZVPD) for a single C22H26N4O4S molecule.

Structure (XYZ):
```
57
Properties=species:S:1:pos:R:3
C 6.67 -2.24 -3.69
H 7.72 -2.51 -3.66
O 6.35 -1.80 -2.39
C 5.08 -1.40 -2.13
C 4.04 -1.38 -3.06
C 2.78 -0.95 -2.69
C 2.53 -0.52 -1.39
C 3.57 -0.54 -0.46
C 4.83 -0.97 -0.83
H 5.64 -0.98 -0.12
H 3.38 -0.21 0.55
N 1.28 -0.08 -0.95
C 0.15 0.08 -1.65
O 0.00 -0.12 -2.84
C -1.04 0.61 -0.82
N -1.26 0.06 0.50
C -1.73 -1.26 0.63
C -2.52 -1.63 1.72
C -3.00 -2.92 1.83
C -2.73 -3.88 0.87
C -1.96 -3.51 -0.23
C -1.46 -2.22 -0.35
H -0.87 -1.97 -1.21
H -1.74 -4.23 -1.00
C -3.24 -5.28 1.01
H -2.59 -5.85 1.67
H -3.28 -5.78 0.05
H -4.24 -5.28 1.45
H -3.60 -3.18 2.69
H -2.74 -0.90 2.48
S -0.55 0.90 1.77
O -1.05 0.41 3.01
O 0.88 0.89 1.60
C -1.12 2.54 1.51
C -2.38 3.01 1.88
N -2.40 4.31 1.54
N -1.25 4.71 1.00
C -0.45 3.66 0.96
C 0.92 3.72 0.41
H 1.56 3.00 0.92
H 1.32 4.73 0.53
H 0.92 3.48 -0.65
C -3.47 5.25 1.72
H -3.15 6.20 1.30
H -4.37 4.91 1.20
H -3.70 5.39 2.78
C -3.51 2.29 2.51
H -3.13 1.42 3.02
H -4.03 2.94 3.21
H -4.23 1.97 1.75
H -0.90 1.68 -0.69
H -1.94 0.45 -1.42
H 1.26 0.19 0.04
H 1.98 -0.94 -3.42
H 4.20 -1.70 -4.07
H 6.51 -1.45 -4.43
H 6.08 -3.12 -3.97
```

Values from the calculation:
Structure (SMILES) ... COc1ccc(NC(=O)CN(c2ccc(C)cc2)S(=O)(=O)c2c(C)nn(C)c2C)cc1
Strongest force on any atom ... 1.2 eV/A
E_tot ... -48221.439 eV
LUMO ... 0.019 Eh
Molar mass ... 442.5 g/mol
Total charge ... 0
Highest occupied orbital energy ... -7.7619 eV

=====

Density functional theory data (ωB97M-V/def2-TZVPD) for a molecular structure, C22H26N4O4S.

Structure (XYZ):
```
57
Properties=species:S:1:pos:R:3
C -7.43 -2.24 0.85
H -8.39 -2.25 0.98
O -6.98 -0.80 0.56
C -5.77 -0.60 0.27
C -4.80 -1.70 0.00
C -3.58 -1.26 -0.08
C -3.26 0.03 -0.13
C -4.19 1.14 -0.27
C -5.54 0.82 0.04
O -6.27 1.83 0.23
C -7.74 1.94 0.56
H -8.17 2.85 0.45
H -8.19 0.98 -0.34
H -7.82 1.36 1.55
H -3.96 2.16 -0.38
C -1.87 0.49 -0.47
C -1.31 1.60 -0.92
S 0.32 1.69 -1.17
C 0.46 0.15 -0.91
N -0.85 -0.38 -0.42
C 1.47 -0.79 -0.89
C 1.36 -1.96 -0.17
O 0.41 -2.61 0.15
H -0.41 -2.04 0.20
C 2.85 -2.47 -0.56
N 3.73 -1.52 -0.82
C 2.92 -0.63 -1.14
N 3.47 0.75 -1.69
H 2.68 1.28 -1.75
C 5.11 -1.61 -0.84
H 5.35 -0.50 -1.41
C 5.76 -1.78 0.31
H 5.77 -2.76 0.77
C 5.20 -1.02 1.54
N 4.92 0.40 1.19
C 3.77 1.23 1.35
O 2.76 0.45 1.50
C 3.85 2.52 1.22
H 3.85 3.11 1.90
C 5.07 2.70 0.31
H 5.10 2.31 -0.68
H 5.55 3.60 0.58
C 5.89 1.37 0.84
H 6.51 1.58 1.73
H 6.57 1.02 0.02
H 3.16 2.76 0.34
H 4.35 -1.40 1.94
H 6.06 -1.06 2.45
H 6.88 -1.43 0.18
H 5.26 -2.31 -1.54
H 3.17 -2.89 0.65
H 2.95 -3.48 -1.02
H -1.70 2.73 -1.21
H -2.71 -2.03 -0.14
H -4.95 -2.63 0.39
H -7.26 -2.73 0.06
H -6.95 -2.75 1.53
```

Values from the calculation:
Strongest force on any atom ... 17.3 eV/A
E_tot ... -48203.477 eV
LUMO ... 0.022 Eh
Molar mass ... 442.5 g/mol
Total charge ... 0
Highest occupied orbital energy ... -6.9934 eV